{"formula": "C93H219N9O21", "method": "ωB97M-V/def2-TZVPD", "elements": ["C", "O", "H", "H", "H", "H", "C", "O", "H", "H", "H", "H", "C", "O", "H", "H", "H", "H", "C", "O", "H", "H", "H", "H", "C", "O", "H", "H", "H", "H", "C", "O", "H", "H", "H", "H", "C", "O", "H", "H", "H", "H", "C", "O", "H", "H", "H", "H", "C", "O", "H", "H", "H", "H", "C", "O", "H", "H", "H", "H", "C", "O", "H", "H", "H", "H", "C", "O", "H", "H", "H", "H", "C", "C", "C", "C", "C", "C", "N", "O", "C", "C", "C", "H", "H", "H", "H", "H", "H", "H", "H", "H", "H", "H", "H", "H", "H", "H", "H", "H", "H", "H", "C", "C", "C", "C", "C", "C", "N", "O", "C", "C", "C", "H", "H", "H", "H", "H", "H", "H", "H", "H", "H", "H", "H", "H", "H", "H", "H", "H", "H", "H", "C", "C", "C", "C", "C", "C", "N", "O", "C", "C", "C", "H", "H", "H", "H", "H", "H", "H", "H", "H", "H", "H", "H", "H", "H", "H", "H", "H", "H", "H", "C", "C", "C", "C", "C", "C", "N", "O", "C", "C", "C", "H", "H", "H", "H", "H", "H", "H", "H", "H", "H", "H", "H", "H", "H", "H", "H", "H", "H", "H", "C", "C", "C", "C", "C", "C", "N", "O", "C", "C", "C", "H", "H", "H", "H", "H", "H", "H", "H", "H", "H", "H", "H", "H", "H", "H", "H", "H", "H", "H", "C", "C", "C", "C", "C", "C", "N", "O", "C", "C", "C", "H", "H", "H", "H", "H", "H", "H", "H", "H", "H", "H", "H", "H", "H", "H", "H", "H", "H", "H", "C", "C", "C", "C", "C", "C", "N", "O", "C", "C", "C", "H", "H", "H", "H", "H", "H", "H", "H", "H", "H", "H", "H", "H", "H", "H", "H", "H", "H", "H", "C", "C", "C", "C", "C", "C", "N", "O", "C", "C", "C", "H", "H", "H", "H", "H", "H", "H", "H", "H", "H", "H", "H", "H", "H", "H", "H", "H", "H", "H", "C", "C", "C", "C", "C", "C", "N", "O", "C", "C", "C", "H", "H", "H", "H", "H", "H", "H", "H", "H", "H", "H", "H", "H", "H", "H", "H", "H", "H", "H"], "positions_angstrom": [[-0.645, -0.476, 4.669], [-0.603, -1.390, 3.632], [-1.158, -0.832, 5.598], [0.399, -0.219, 4.884], [-1.102, 0.498, 4.351], [0.270, -1.470, 3.207], [1.768, -0.156, -3.990], [3.118, 0.293, -4.108], [1.091, 0.699, -3.863], [1.447, -0.521, -4.941], [1.663, -0.933, -3.164], [3.565, -0.185, -4.806], [2.827, 4.713, 0.626], [1.519, 4.297, 0.905], [3.638, 4.210, 1.082], [2.998, 4.738, -0.466], [2.838, 5.755, 0.950], [1.286, 3.550, 0.322], [-1.509, 1.748, -6.283], [-0.130, 1.905, -6.523], [-2.079, 1.243, -7.049], [-1.752, 1.196, -5.346], [-1.880, 2.725, -6.120], [0.315, 1.149, -6.087], [-0.449, 5.807, 3.421], [0.046, 4.462, 3.309], [-0.371, 6.305, 2.458], [-1.511, 5.813, 3.596], [0.164, 6.389, 4.177], [0.665, 4.407, 2.600], [6.785, 1.592, -1.347], [7.106, 0.507, -2.067], [7.582, 2.377, -1.230], [6.035, 2.146, -1.909], [6.280, 1.384, -0.358], [7.482, -0.110, -1.360], [3.496, -5.134, -0.343], [2.763, -5.031, -1.527], [3.986, -4.220, -0.057], [2.734, -5.350, 0.402], [4.285, -5.846, -0.332], [3.426, -4.822, -2.251], [-0.732, 3.926, 6.690], [0.120, 3.164, 5.810], [-1.466, 3.282, 7.126], [-0.168, 4.367, 7.521], [-1.261, 4.689, 6.164], [0.301, 3.640, 4.931], [2.046, 3.573, -3.877], [2.841, 2.873, -2.940], [1.095, 3.733, -3.433], [2.316, 4.633, -4.092], [1.856, 3.053, -4.834], [3.269, 2.085, -3.355], [-5.226, -3.265, -1.751], [-4.123, -2.454, -2.235], [-4.965, -4.235, -1.296], [-5.818, -2.663, -1.059], [-5.854, -3.587, -2.521], [-3.532, -2.260, -1.453], [3.420, -2.480, 3.704], [2.087, -2.208, 4.085], [4.088, -1.610, 3.748], [3.827, -3.218, 4.427], [3.390, -2.859, 2.707], [2.043, -1.570, 4.831], [-4.456, -1.452, 1.097], [-3.687, -2.407, 0.423], [-3.907, -0.782, 1.880], [-4.884, -0.736, 0.394], [-5.306, -1.873, 1.605], [-3.011, -2.728, 1.082], [-2.712, 2.892, 2.768], [-4.127, 2.936, 3.364], [-5.195, 2.526, 2.312], [-6.429, 2.055, 3.015], [-6.226, 1.026, 3.990], [-5.309, 1.512, 5.140], [-4.100, 1.913, 4.532], [-3.255, 2.524, 5.524], [-5.994, 2.517, 6.083], [-4.906, 0.359, 6.086], [-4.389, 4.399, 3.896], [-2.364, 1.831, 2.649], [-1.904, 3.291, 3.428], [-2.641, 3.377, 1.841], [-5.346, 3.445, 1.725], [-4.784, 1.694, 1.666], [-7.227, 1.785, 2.300], [-6.893, 2.971, 3.528], [-5.745, 0.172, 3.532], [-7.203, 0.805, 4.441], [-5.368, 2.586, 7.016], [-6.170, 3.549, 5.696], [-6.926, 2.090, 6.431], [-4.498, -0.447, 5.534], [-4.273, 0.725, 6.831], [-5.718, -0.011, 6.702], [-5.446, 4.583, 3.940], [-3.957, 5.144, 3.246], [-4.013, 4.500, 4.949], [-2.772, 1.777, 5.853], [-3.550, 5.396, -0.056], [-2.957, 6.469, -0.913], [-3.985, 6.652, -2.041], [-5.232, 7.543, -1.516], [-4.702, 8.834, -0.970], [-3.729, 8.658, 0.243], [-2.642, 7.773, -0.214], [-1.817, 7.530, 0.981], [-2.993, 9.966, 0.494], [-4.419, 8.212, 1.555], [-1.635, 5.958, -1.575], [-3.359, 4.425, -0.448], [-4.680, 5.485, 0.119], [-3.191, 5.438, 0.936], [-3.642, 7.122, -2.928], [-4.328, 5.648, -2.360], [-5.893, 7.020, -0.819], [-5.894, 7.688, -2.405], [-5.566, 9.420, -0.551], [-4.092, 9.314, -1.772], [-2.652, 10.384, -0.500], [-3.652, 10.735, 0.972], [-2.169, 9.773, 1.204], [-4.955, 7.290, 1.462], [-3.633, 7.998, 2.293], [-5.175, 8.936, 1.992], [-2.007, 5.108, -2.152], [-0.880, 5.671, -0.830], [-1.225, 6.666, -2.268], [-0.972, 7.736, 0.608], [10.226, -0.525, -1.047], [9.595, -1.095, 0.135], [9.474, -0.083, 1.295], [8.544, -0.558, 2.441], [7.162, -0.805, 1.887], [7.139, -1.855, 0.761], [8.195, -1.418, -0.232], [8.269, -2.487, -1.220], [7.332, -3.245, 1.435], [5.801, -1.908, 0.021], [10.403, -2.291, 0.468], [10.310, -1.324, -1.796], [11.293, -0.322, -0.816], [9.703, 0.380, -1.414], [10.530, 0.120, 1.641], [9.078, 0.848, 0.776], [8.539, 0.128, 3.305], [8.907, -1.455, 2.908], [6.818, 0.166, 1.507], [6.514, -1.150, 2.704], [8.176, -3.348, 2.043], [6.448, -3.548, 2.026], [7.412, -3.997, 0.620], [5.529, -0.968, -0.522], [5.847, -2.703, -0.731], [4.931, -2.242, 0.639], [10.075, -3.115, -0.125], [10.483, -2.577, 1.542], [11.436, -2.015, 0.336], [7.397, -2.474, -1.596], [-0.030, -5.124, 2.671], [-1.428, -5.499, 2.249], [-1.749, -6.931, 2.706], [-1.956, -7.032, 4.265], [-3.123, -6.085, 4.501], [-2.839, -4.589, 4.154], [-2.415, -4.562, 2.764], [-2.133, -3.279, 2.401], [-4.167, -3.746, 4.176], [-1.909, -4.074, 5.264], [-1.514, -5.538, 0.688], [0.271, -5.388, 3.667], [0.140, -4.042, 2.466], [0.699, -5.669, 2.050], [-2.597, -7.234, 2.094], [-0.806, -7.424, 2.324], [-1.003, -6.670, 4.677], [-2.112, -8.041, 4.602], [-3.343, -6.095, 5.569], [-3.915, -6.441, 3.916], [-4.548, -3.954, 5.137], [-4.017, -2.700, 4.035], [-4.860, -4.026, 3.371], [-2.289, -3.083, 5.482], [-1.842, -4.689, 6.133], [-0.901, -3.919, 4.905], [-0.715, -6.160, 0.321], [-1.435, -4.524, 0.285], [-2.510, -5.878, 0.443], [-1.553, -2.740, 3.006], [5.299, 2.050, 5.757], [4.063, 1.183, 5.808], [4.417, -0.295, 6.245], [4.617, -0.470, 7.754], [3.479, 0.088, 8.528], [3.195, 1.534, 8.204], [3.062, 1.654, 6.737], [2.791, 3.077, 6.340], [1.772, 1.916, 8.798], [4.234, 2.500, 8.837], [3.455, 1.064, 4.386], [4.938, 3.064, 5.742], [5.815, 1.923, 4.731], [6.008, 1.995, 6.567], [3.582, -1.042, 5.951], [5.355, -0.531, 5.716], [5.574, 0.012, 8.052], [4.645, -1.526, 7.950], [3.661, -0.016, 9.602], [2.568, -0.522, 8.385], [1.073, 1.477, 8.139], [1.678, 1.374, 9.767], [1.691, 3.065, 8.921], [3.926, 2.624, 9.897], [5.248, 2.119, 8.800], [4.230, 3.458, 8.319], [2.580, 0.408, 4.404], [4.264, 0.815, 3.726], [3.075, 2.061, 4.056], [1.794, 3.062, 6.282], [-5.633, -1.067, -4.857], [-5.975, 0.464, -4.543], [-7.368, 0.820, -5.032], [-8.018, 2.075, -4.423], [-7.793, 2.012, -2.906], [-6.430, 1.684, -2.406], [-5.908, 0.532, -3.145], [-4.596, 0.270, -2.636], [-5.460, 2.921, -2.507], [-6.507, 1.232, -0.887], [-4.970, 1.399, -5.303], [-4.566, -1.237, -4.789], [-5.899, -1.215, -5.887], [-6.258, -1.629, -4.117], [-7.284, 0.923, -6.137], [-8.000, -0.083, -4.783], [-9.070, 2.057, -4.773], [-7.588, 3.005, -4.790], [-8.427, 1.269, -2.479], [-8.107, 2.938, -2.407], [-5.663, 3.622, -1.705], [-4.426, 2.603, -2.495], [-5.499, 3.508, -3.440], [-5.535, 1.357, -0.392], [-7.230, 1.868, -0.339], [-6.934, 0.256, -0.959], [-4.779, 1.059, -6.304], [-4.004, 1.364, -4.744], [-5.355, 2.389, -5.434], [-4.676, -0.683, -2.421], [3.435, -5.446, -6.375], [3.803, -5.559, -4.873], [5.278, -5.863, -4.747], [6.214, -4.719, -5.129], [5.917, -3.540, -4.215], [4.369, -3.180, -4.221], [3.568, -4.414, -3.950], [2.217, -4.018, -3.978], [4.091, -2.307, -3.012], [3.980, -2.469, -5.537], [2.970, -6.745, -4.246], [3.417, -6.468, -6.840], [4.187, -4.926, -6.995], [2.427, -4.985, -6.424], [5.449, -6.150, -3.750], [5.551, -6.762, -5.331], [6.131, -4.483, -6.167], [7.283, -5.052, -4.884], [6.392, -2.577, -4.482], [6.086, -3.829, -3.173], [4.392, -2.857, -2.110], [4.710, -1.384, -3.093], [3.056, -1.945, -2.974], [4.741, -1.604, -5.625], [4.043, -2.986, -6.487], [3.005, -1.942, -5.511], [1.969, -6.652, -4.645], [3.150, -6.732, -3.160], [3.321, -7.631, -4.760], [1.923, -4.374, -3.096], [-1.666, -1.515, -5.333], [-1.550, -3.044, -5.405], [-2.932, -3.622, -5.642], [-3.475, -3.388, -7.040], [-2.462, -3.836, -8.083], [-1.015, -3.361, -7.864], [-0.703, -3.632, -6.441], [0.668, -3.037, -6.184], [-0.110, -4.216, -8.737], [-0.885, -1.851, -8.321], [-1.054, -3.502, -4.119], [-2.028, -1.204, -4.315], [-2.330, -1.024, -6.088], [-0.674, -1.090, -5.482], [-2.807, -4.750, -5.436], [-3.562, -3.181, -4.857], [-3.496, -2.272, -7.096], [-4.482, -3.690, -7.263], [-2.848, -3.582, -9.084], [-2.410, -4.939, -8.020], [-0.036, -5.224, -8.334], [-0.643, -4.275, -9.671], [0.874, -3.795, -8.695], [-0.825, -1.902, -9.429], [-1.725, -1.213, -8.040], [0.030, -1.450, -7.816], [-1.793, -3.373, -3.329], [-0.122, -2.976, -3.750], [-0.737, -4.540, -4.115], [0.955, -3.672, -5.481], [0.838, 1.045, 1.519], [1.258, 0.373, 0.152], [0.835, -1.131, 0.159], [-0.677, -1.319, 0.300], [-1.364, -0.589, -0.876], [-0.958, 0.875, -1.185], [0.558, 1.000, -1.048], [0.871, 2.364, -1.017], [-1.237, 1.024, -2.716], [-1.779, 1.873, -0.332], [2.783, 0.447, -0.078], [0.780, 2.128, 1.427], [1.711, 0.841, 2.158], [-0.075, 0.618, 1.929], [1.199, -1.681, -0.691], [1.258, -1.481, 1.074], [-1.136, -0.843, 1.232], [-0.931, -2.376, 0.274], [-2.498, -0.578, -0.697], [-1.259, -1.225, -1.783], [-0.768, 0.285, -3.393], [-2.325, 0.863, -2.928], [-1.097, 2.048, -3.078], [-1.869, 1.562, 0.710], [-1.534, 2.897, -0.411], [-2.844, 1.825, -0.659], [3.259, -0.080, 0.767], [3.147, 1.443, -0.009], [2.927, 0.044, -1.045], [1.425, 2.461, -1.771]], "forces_ev_per_a": [[0.6, 1.9, 0.8], [-0.7, -1.4, -1.2], [0.4, -0.1, -0.9], [-0.2, 0.2, 0.6], [0.1, -0.8, 0.2], [-0.2, 0.2, 0.7], [-0.1, 0.1, 0.5], [-0.3, 0.7, 0.5], [0.6, -0.1, 0.8], [-0.2, -1.1, -0.6], [-0.3, 1.2, -1.1], [0.0, -0.2, -0.1], [-0.6, 1.9, -1.6], [-0.4, -0.7, 0.4], [0.6, -1.0, 0.8], [0.0, -0.2, 0.4], [0.4, 0.0, 0.1], [0.0, 0.1, -0.1], [-0.4, -0.6, 1.4], [0.7, -1.2, 0.4], [0.1, -0.1, -0.7], [0.5, 0.3, -0.5], [-0.7, 1.1, -0.1], [-0.2, 0.7, -0.6], [1.5, 0.3, -0.2], [-1.1, 0.5, 1.6], [0.3, 0.1, -0.1], [-0.4, -0.2, 0.7], [-1.0, -0.6, -0.6], [1.0, 0.0, -1.3], [-1.6, 3.4, 1.2], [1.3, -3.0, 0.5], [-0.1, -0.9, 0.3], [-0.4, 0.2, -0.1], [0.7, 0.1, -0.6], [-0.1, 0.2, -1.3], [-1.3, 0.6, 0.9], [1.0, 0.1, -0.9], [0.1, 0.9, 0.1], [0.3, -0.2, 0.5], [0.5, -1.2, -0.3], [-0.6, -0.2, 0.2], [1.1, -0.2, -0.2], [0.2, 0.7, -0.7], [-0.4, -0.6, 0.2], [0.1, 0.0, -0.3], [-0.3, 0.6, -0.5], [-0.8, -0.5, 1.3], [-0.3, 0.7, -0.9], [0.6, -0.4, -0.3], [-1.2, -0.2, 0.5], [0.9, -0.8, 0.1], [0.4, 0.1, 0.4], [-0.5, 0.6, 0.2], [1.0, 0.4, 1.2], [0.0, -0.6, 0.7], [0.6, 0.6, 0.3], [0.0, -0.3, 0.1], [-0.8, 0.2, -1.8], [-1.0, -0.5, -0.6], [0.5, -0.1, 1.6], [-0.7, 0.9, 0.3], [-0.3, 0.0, -0.2], [0.0, 0.1, -0.7], [0.1, -0.4, -0.6], [0.3, -0.7, -0.6], [0.4, 1.9, 1.0], [0.9, -0.1, 0.9], [-0.4, -1.3, -1.2], [0.1, 0.0, -0.3], [-0.4, -0.5, 0.4], [-0.6, 0.0, -0.4], [0.9, -1.6, 2.0], [0.7, 0.0, 1.1], [1.6, -0.5, 0.2], [-2.4, 3.6, -1.5], [0.4, -1.0, 2.5], [-1.3, -0.8, 1.1], [1.5, 1.8, -2.0], [-0.5, 0.2, -0.3], [0.6, 1.0, 0.7], [-1.8, 0.1, -0.7], [0.2, -1.3, 1.0], [-0.7, 0.7, -0.1], [-1.0, 0.1, -0.3], [0.0, 0.8, -1.3], [-0.2, -0.5, -0.2], [-0.3, 0.9, 0.5], [0.4, -0.1, 0.0], [0.5, -1.1, -0.5], [-0.1, -0.6, 0.0], [0.3, -0.6, -0.1], [-0.5, 0.3, -1.0], [0.1, -0.9, 0.2], [-0.4, 0.0, -0.1], [0.6, -0.9, -0.5], [1.6, 0.5, 0.9], [-0.7, -0.2, -0.3], [-0.7, 0.2, 0.0], [0.3, 0.2, -0.2], [-0.1, 0.0, -1.2], [0.7, -0.5, 0.2], [-2.2, 0.3, 1.2], [0.8, 0.7, -0.7], [-2.2, 0.6, 1.5], [0.5, -1.7, -1.7], [0.1, 0.4, 1.1], [-0.4, 0.1, -0.4], [-0.3, -0.8, 0.1], [-1.1, -0.6, -1.1], [-0.3, 1.4, -0.1], [-0.2, 0.5, 0.5], [-1.3, -0.4, 0.9], [0.1, -0.8, -0.4], [1.4, 0.0, -0.7], [0.9, -0.1, 1.2], [0.8, 0.7, -0.7], [0.1, 0.4, 0.3], [0.4, -0.1, 0.2], [0.5, 0.3, 0.6], [0.9, 0.1, -0.8], [-0.8, 0.2, 0.6], [0.0, -0.4, 1.2], [0.4, -0.6, -0.4], [-0.3, 0.3, -0.6], [-0.4, -0.7, -0.4], [-0.3, 0.4, -0.1], [1.1, -0.5, -0.7], [0.7, -0.3, 0.0], [-0.2, -0.1, -0.3], [0.2, 0.6, -0.2], [1.0, 0.2, -0.1], [1.5, 1.1, -1.7], [-1.9, -0.2, 2.1], [0.6, 0.7, -0.3], [0.7, 0.5, -0.3], [-0.4, 0.5, 0.0], [0.6, 0.1, 1.4], [-1.4, -1.0, -0.5], [0.7, 0.3, 0.5], [-1.3, -0.6, -2.1], [-0.7, 0.2, -0.4], [1.0, -0.8, 2.4], [-0.4, 0.5, -0.2], [-0.7, 0.4, 0.0], [0.4, -0.5, -0.1], [-1.1, 0.0, -0.2], [0.3, -0.7, 1.1], [-0.2, 0.2, -0.6], [0.5, -0.7, -0.1], [-0.4, -0.2, 0.0], [-0.2, 0.2, -0.3], [1.4, 0.1, 0.9], [0.2, 0.5, -0.2], [0.1, 0.3, 0.5], [0.3, -0.6, 0.6], [0.0, 0.1, 0.0], [0.8, 0.6, -0.1], [0.3, -0.7, -0.3], [-0.9, 0.0, -0.5], [0.5, -0.3, -0.7], [-0.5, 0.1, -0.6], [1.3, 0.6, -1.2], [0.1, -0.2, -0.2], [1.5, 0.0, 0.2], [0.8, 1.3, -2.5], [1.1, 0.8, 1.4], [-1.2, -1.3, -0.2], [-0.4, -1.1, 0.6], [0.5, 2.2, -0.9], [0.9, -1.5, -0.8], [0.3, 1.4, -1.4], [-0.3, 1.2, 1.4], [-0.2, 0.2, 0.7], [0.1, -0.7, 0.4], [-0.2, 0.2, -0.1], [-0.2, -0.5, 0.4], [-1.2, -0.3, 0.6], [-0.4, -0.1, 0.4], [-0.3, -0.4, 0.1], [-0.6, -0.1, 0.0], [-1.5, -0.5, -0.6], [-1.1, 0.1, 1.2], [0.5, 0.8, 0.2], [0.2, -0.4, 0.4], [0.2, 0.2, 0.7], [-0.3, -0.4, 0.6], [0.4, 0.0, -0.1], [0.1, -0.3, -0.4], [0.3, -0.1, 0.0], [-0.1, -0.4, -0.3], [-0.2, -0.7, -0.1], [0.7, 0.5, -2.2], [0.1, -2.1, 0.3], [-0.8, -0.1, -0.2], [0.9, 0.4, -0.8], [-0.9, -0.2, 0.8], [-0.7, 1.6, 0.1], [-1.2, 1.5, -0.7], [-0.6, -1.8, 1.0], [2.1, 0.9, 0.9], [-0.6, -0.4, 0.3], [-0.6, 1.9, 1.0], [0.0, 0.6, 0.0], [-0.4, 0.0, 1.7], [0.2, -0.5, 0.2], [1.3, 1.3, 0.2], [-0.4, -0.3, 0.0], [-0.5, -0.4, 0.0], [0.5, -0.6, 0.2], [0.1, 0.2, 0.0], [0.2, 0.2, -0.3], [-1.1, 0.0, -0.8], [0.0, 0.8, -0.4], [-0.2, -2.0, -0.2], [0.4, 0.1, -0.5], [0.2, -0.2, 0.1], [-0.2, 0.0, 0.1], [0.4, -0.1, -0.2], [0.1, -0.7, -0.6], [0.3, -0.6, 0.3], [0.7, 0.1, -0.1], [-1.0, 1.9, 0.4], [1.6, -0.4, -2.2], [-0.7, -1.0, -0.3], [0.6, -0.7, 0.1], [-1.5, 0.8, 0.0], [2.1, 0.8, 0.4], [-0.5, 0.5, 2.6], [-0.5, -0.4, -0.4], [-0.3, -0.1, -0.7], [-0.3, 1.9, -1.2], [0.8, -1.1, 1.2], [0.1, -0.1, 0.5], [-0.4, -0.5, -0.5], [0.7, 0.0, -0.9], [-0.3, -0.3, 0.6], [0.2, 1.0, -0.4], [0.4, 0.2, 0.7], [0.2, 0.0, -0.3], [-0.8, -0.8, 0.2], [0.0, 0.0, -0.2], [0.1, 0.1, 0.3], [0.3, -0.2, 0.5], [-0.6, -0.3, 0.1], [-0.3, -0.6, -0.2], [0.3, -0.1, -0.3], [0.2, -1.0, 0.5], [0.1, -0.5, -0.5], [-0.7, 0.4, -0.5], [-0.1, 0.8, 0.3], [0.6, 0.1, -0.1], [-0.4, -0.2, 0.0], [-0.4, -1.1, 0.1], [0.6, -0.5, -1.3], [1.5, -0.6, 1.9], [-2.1, 0.6, -0.3], [0.1, -0.6, -0.3], [1.3, 0.4, -1.6], [-0.8, -0.8, 1.0], [0.7, 1.3, -0.2], [1.0, 2.5, 0.3], [1.3, 1.1, -1.4], [-0.3, 0.7, 0.7], [-0.6, 0.1, 0.5], [0.6, -0.2, -0.5], [0.5, -0.3, 1.6], [-0.4, 0.4, 0.0], [0.1, 0.3, -0.7], [-1.3, 0.4, -0.7], [0.3, -0.7, 0.3], [0.5, 0.1, -0.1], [-0.4, 0.3, -0.2], [-0.2, -0.6, 0.3], [0.5, -0.6, 0.2], [-0.9, -1.2, 0.0], [0.0, -0.4, 0.3], [0.3, -0.8, 0.1], [-0.7, 0.2, 0.8], [-0.7, -0.4, -0.5], [0.4, -0.5, 0.4], [-0.3, 0.6, -1.0], [-0.3, 1.0, 0.0], [-1.3, 0.9, -1.8], [-0.6, -2.4, 0.8], [1.5, 2.4, 0.2], [-0.4, -1.2, 0.1], [-1.0, 1.1, 0.3], [1.8, 1.3, -0.3], [-1.1, -1.6, 0.2], [-0.7, -0.1, 1.1], [0.8, -1.0, 0.4], [2.0, -0.3, 3.0], [0.2, -0.4, -0.9], [0.4, -0.6, 0.7], [0.1, 0.1, 0.1], [-0.5, 1.4, -0.2], [-0.1, -0.4, -0.2], [-0.4, -0.5, -0.3], [-0.3, -0.6, 0.2], [0.5, 0.0, 0.2], [-0.1, 0.2, -0.2], [-0.1, -0.1, 0.1], [0.6, 0.1, -0.8], [0.6, 0.3, -0.7], [0.3, 0.4, 0.7], [0.0, -0.3, -0.1], [-0.6, -0.1, -0.9], [-0.2, 0.0, 0.0], [-1.0, -0.1, -0.5], [-0.3, -0.4, -0.2], [0.2, 0.9, -0.7], [1.4, -0.7, -0.9], [-1.8, 0.1, -0.4], [-0.9, 1.6, 1.1], [-0.9, 1.9, -0.2], [-1.7, -0.7, 0.0], [1.0, -0.7, -0.7], [-0.3, -1.3, 1.1], [-0.9, 0.7, 0.8], [-1.6, 0.4, 0.0], [-1.4, -1.8, -0.4], [-1.6, -0.2, 1.6], [-0.2, -0.2, 0.1], [-0.5, 0.1, 0.4], [0.1, 0.2, 0.1], [0.4, -0.2, -0.4], [0.8, -0.9, 0.6], [1.0, -1.0, -0.9], [-0.1, 0.0, 0.1], [1.5, 0.1, -0.2], [0.2, 0.5, 0.3], [0.2, 0.5, 0.9], [0.5, 0.0, 0.5], [0.5, 0.0, 0.0], [0.5, 0.1, -0.1], [0.8, 1.0, -0.1], [0.5, -0.1, -0.2], [0.0, -0.3, -0.7], [0.2, 1.0, -0.2], [0.8, -0.6, -0.9], [1.3, 0.4, -1.2]], "e_above_lowest_kj_mol": 0.0, "total_energy_ev": -156384.6226, "fmax_ev_per_a": 4.58, "spin_multiplicity": 1, "charge": 0, "lumo_energy_ev": 0.420}